{"formula": "C27H74CuF2N4O13S2", "method": "ωB97M-V/def2-TZVPD", "species": ["Cu", "S", "S", "F", "F", "O", "O", "O", "O", "O", "O", "O", "O", "O", "O", "O", "O", "O", "N", "N", "N", "N", "C", "C", "C", "C", "C", "C", "C", "C", "C", "C", "C", "C", "C", "C", "C", "C", "C", "C", "C", "C", "C", "C", "C", "C", "C", "C", "C", "H", "H", "H", "H", "H", "H", "H", "H", "H", "H", "H", "H", "H", "H", "H", "H", "H", "H", "H", "H", "H", "H", "H", "H", "H", "H", "H", "H", "H", "H", "H", "H", "H", "H", "H", "H", "H", "H", "H", "H", "H", "H", "H", "H", "H", "H", "H", "H", "H", "H", "H", "H", "H", "H", "H", "H", "H", "H", "H", "H", "H", "H", "H", "H", "H", "H", "H", "H", "H", "H", "H", "H", "H", "H"], "xyz": [[-2.45, 0.74, -2.59], [0.20, -0.86, -0.79], [-0.77, 0.93, 0.24], [0.41, -1.44, -2.28], [-2.21, 1.60, 0.25], [-3.86, 0.02, -0.87], [5.31, 1.94, 0.95], [2.76, 0.38, -3.22], [-2.45, 2.93, -2.18], [-1.81, -4.50, 0.31], [5.64, -4.16, -0.01], [-0.29, -2.10, -0.16], [-1.65, 3.01, 6.90], [0.13, 2.08, 0.24], [1.57, -0.49, -0.50], [-2.81, -1.35, -3.52], [-4.53, 4.72, 3.19], [-0.97, 0.16, 1.46], [0.59, 2.73, -2.49], [7.97, 2.94, 1.63], [-4.71, 1.10, -3.45], [-1.01, 0.28, -1.21], [-0.11, 1.23, 6.83], [3.65, -4.14, -1.39], [-2.21, -2.62, -3.30], [-3.73, -1.05, -0.01], [3.84, -0.59, -3.10], [-5.26, 0.17, -1.24], [-5.39, 1.38, -2.21], [2.03, 2.88, -2.82], [-6.60, 3.62, 2.61], [-1.17, -2.90, -4.38], [2.47, 4.09, -2.09], [8.55, 0.72, 2.56], [-5.20, 4.01, 2.14], [-1.37, 1.81, 6.21], [0.32, -5.28, 1.21], [-6.88, 1.68, -2.49], [2.91, 1.61, -2.54], [-3.37, -3.54, -3.30], [6.10, 1.27, 1.85], [7.64, 1.50, 1.58], [3.91, -2.75, 0.71], [-0.78, -5.49, 0.13], [4.27, -4.09, 0.02], [-4.35, 2.86, 1.73], [-1.16, 2.10, 4.72], [-0.18, -5.40, -1.35], [3.97, 1.63, 1.15], [3.98, -4.93, 0.66], [-2.99, -4.54, -3.10], [-2.45, 3.39, 6.54], [5.84, 0.21, 1.93], [9.58, 0.79, 2.21], [4.35, -1.93, 0.13], [-0.90, -5.46, -2.16], [3.95, 1.90, -2.71], [-0.80, -3.89, -4.13], [3.98, -0.80, -2.04], [3.93, -5.04, -1.92], [2.54, 3.86, -1.03], [-2.13, 2.41, 4.31], [3.50, -1.55, -3.49], [-1.32, -6.43, 0.28], [-7.19, 4.39, 3.11], [8.43, 1.05, 3.60], [-0.23, 1.17, 7.91], [3.97, -3.36, -2.07], [0.66, 1.98, 6.63], [-4.85, 2.33, 0.91], [0.75, -4.28, 1.26], [0.29, -4.46, -1.63], [8.39, -0.36, 2.57], [7.99, 1.25, 0.58], [4.26, -2.59, 1.73], [-4.16, 2.16, 2.54], [-0.74, 1.24, 4.20], [7.32, 3.31, 0.95], [0.45, 1.73, -2.53], [3.51, 4.29, -2.36], [-4.28, -1.93, -0.37], [-4.10, -0.89, 1.00], [-5.36, 0.57, -4.01], [-0.55, 2.97, 4.46], [7.49, 3.19, 2.49], [-1.34, -3.66, 0.30], [5.94, -3.38, -0.49], [3.70, 2.09, 2.10], [-3.12, -1.45, -4.42], [3.43, 2.17, 0.38], [0.52, 3.04, -1.54], [2.05, 3.12, -3.89], [2.58, -4.05, -1.20], [-5.26, 4.64, 1.25], [-0.30, -2.24, -4.39], [-5.69, -0.70, -1.74], [-3.92, -3.59, -4.25], [-4.93, 2.22, -1.69], [4.77, -0.28, -3.57], [-6.89, 2.49, -3.22], [-2.70, -1.33, 0.18], [-4.69, 2.01, -3.88], [-1.66, -2.74, -2.37], [-7.55, 1.98, -1.68], [-1.52, -2.88, -5.41], [-3.36, 3.21, 1.42], [1.89, 5.01, -2.20], [-2.13, 1.04, 6.36], [-3.69, 5.06, 2.87], [1.13, -6.01, 1.14], [-2.09, 3.39, -1.40], [2.83, 1.41, -1.47], [5.97, 1.65, 2.86], [-6.61, 2.90, 3.42], [0.51, -6.24, -1.48], [-7.41, 0.88, -3.00], [0.22, 0.27, 6.42], [2.84, -2.60, 0.77], [-4.03, -3.21, -2.50], [-5.91, 0.34, -0.38], [3.63, 0.59, 1.12], [-0.09, -5.46, 2.20], [-7.18, 3.20, 1.78]], "spin_multiplicity": 3, "s_squared": 2.02, "charge": 1, "orbital_gap_ev": [7.09, 3.56]}



{"formula": "C41H39CsOP2Si", "method": "ωB97M-V/def2-TZVPD", "species": ["Cs", "P", "P", "Si", "O", "C", "C", "C", "C", "C", "C", "C", "C", "C", "C", "C", "C", "C", "C", "C", "C", "C", "C", "C", "C", "C", "C", "C", "C", "C", "C", "C", "C", "C", "C", "C", "C", "C", "C", "C", "C", "C", "C", "C", "C", "C", "H", "H", "H", "H", "H", "H", "H", "H", "H", "H", "H", "H", "H", "H", "H", "H", "H", "H", "H", "H", "H", "H", "H", "H", "H", "H", "H", "H", "H", "H", "H", "H", "H", "H", "H", "H", "H", "H", "H"], "xyz": [[-0.05, 1.08, 0.05], [0.33, 3.23, -2.40], [2.80, 0.94, -2.18], [-0.14, 0.27, -3.29], [-1.28, -1.01, 2.00], [-4.06, 4.56, -3.03], [-1.39, 3.82, -2.67], [2.49, -0.80, -2.70], [4.63, 1.68, -4.07], [1.00, -2.42, -3.62], [-2.58, -0.77, 2.56], [0.62, 1.52, -4.55], [3.23, -3.08, -2.98], [1.71, 3.43, -6.31], [1.41, 6.95, -0.96], [2.77, 6.98, -1.19], [2.92, -0.32, 1.76], [5.66, 1.02, -2.00], [3.02, 0.84, -0.37], [1.53, 2.11, -6.72], [3.36, 0.82, 2.42], [-1.03, -2.41, 2.02], [-1.56, -0.52, -4.29], [4.51, 1.22, -2.75], [-2.39, -3.05, 1.80], [3.43, 1.99, 0.31], [7.02, 1.70, -3.86], [3.37, 5.92, -1.86], [0.82, 2.85, -4.15], [6.91, 1.26, -2.55], [3.60, 1.98, 1.69], [1.36, 3.79, -5.02], [1.23, 4.80, -2.07], [-3.04, 5.27, -3.67], [0.99, 1.18, -5.85], [0.65, 5.87, -1.39], [5.88, 1.91, -4.62], [2.61, 4.84, -2.29], [-2.41, 3.11, -2.05], [3.48, -1.77, -2.59], [1.22, -1.09, -3.24], [2.74, -0.31, 0.38], [1.98, -3.40, -3.49], [-1.72, 4.89, -3.50], [-3.29, -2.13, 2.63], [-3.74, 3.48, -2.22], [-5.09, 4.85, -3.17], [1.77, -4.42, -3.80], [-0.93, 5.44, -4.00], [-2.47, -0.32, 3.55], [-0.30, -2.62, 1.23], [3.50, 0.81, 3.49], [1.51, 4.82, -4.69], [5.59, 0.67, -0.97], [2.40, -1.20, -0.13], [2.13, 4.16, -6.98], [3.10, 4.02, -2.81], [3.63, 2.90, -0.25], [-0.42, 5.87, -1.20], [4.44, 5.93, -2.06], [3.73, 1.85, -4.66], [1.82, 1.82, -7.73], [7.80, 1.10, -1.96], [-4.31, -2.09, 2.25], [-1.26, -0.90, -5.28], [-3.10, -0.06, 1.92], [0.93, 7.77, -0.44], [-2.65, -3.01, 0.74], [-2.02, -1.35, -3.75], [-0.60, -2.70, 2.98], [5.95, 2.26, -5.64], [-2.34, 0.23, -4.46], [0.86, 0.16, -6.18], [2.72, -1.23, 2.32], [-2.17, 2.25, -1.44], [3.37, 7.82, -0.86], [-4.53, 2.92, -1.73], [-3.34, -2.49, 3.66], [-2.42, -4.09, 2.12], [3.93, 2.88, 2.19], [0.05, -2.70, -4.05], [8.00, 1.89, -4.29], [-3.29, 6.10, -4.32], [4.00, -3.83, -2.88], [4.46, -1.50, -2.21]], "spin_multiplicity": 1, "charge": 0, "orbital_gap_ev": 5.34}



{"formula": "C11H20BN3O7S", "method": "ωB97M-V/def2-TZVPD", "species": ["S", "O", "O", "O", "O", "O", "O", "O", "N", "N", "N", "C", "C", "C", "C", "C", "C", "C", "C", "C", "C", "C", "B", "H", "H", "H", "H", "H", "H", "H", "H", "H", "H", "H", "H", "H", "H", "H", "H", "H", "H", "H", "H"], "xyz": [[3.75, 0.14, -1.29], [3.21, -4.36, 0.67], [5.07, 0.06, -0.71], [-0.55, 2.38, -1.08], [-2.86, 2.48, -0.52], [3.17, 1.65, -1.22], [1.31, -3.75, -0.15], [3.75, -0.23, -2.68], [-4.32, 3.31, 2.46], [-0.39, 3.96, 2.60], [2.15, -4.59, 0.13], [2.62, -1.01, -0.42], [-3.48, 1.34, -1.15], [-3.24, 1.34, -2.68], [-3.46, 2.60, 2.47], [1.84, -6.00, -0.22], [1.18, -0.37, -0.31], [-0.31, 0.52, 1.57], [1.09, 0.66, 0.88], [-1.25, 1.76, 1.42], [-0.68, 2.99, 2.12], [-2.58, 1.39, 2.21], [-1.55, 2.21, -0.10], [0.98, 0.12, -1.28], [1.70, -6.04, -1.30], [1.88, 0.35, 1.59], [0.93, -6.27, 0.30], [2.59, -1.94, -1.02], [3.60, 2.15, -0.51], [-3.85, 2.12, -3.18], [2.67, -6.62, 0.08], [-2.25, 1.01, 3.20], [-3.11, 0.57, 1.70], [-3.13, 0.41, -0.64], [0.49, -1.22, -0.17], [-0.12, 0.40, 2.66], [-3.48, 0.33, -3.05], [-0.87, -0.39, 1.25], [-2.19, 1.59, -2.94], [-4.57, 1.43, -0.95], [3.01, -1.31, 0.57], [1.30, 1.67, 0.49], [-0.06, 3.17, -0.82]], "spin_multiplicity": 1, "charge": 0, "orbital_gap_ev": 10.26, "smiles": "CCOB(O)[C@@](C#N)(CC#N)CCCCS(=O)(=O)O.C[N+](=O)[O-]", "e_above_lowest_kcal_mol": 29.0}



{"formula": "C8H8P2", "method": "ωB97M-V/def2-TZVPD", "species": ["P", "P", "C", "C", "C", "C", "C", "C", "C", "C", "H", "H", "H", "H", "H", "H", "H", "H"], "xyz": [[-1.48, -1.83, -0.04], [2.14, -1.02, -1.27], [-2.85, 0.75, -0.41], [-0.29, -0.68, 0.00], [3.11, 0.25, 0.82], [3.52, -0.53, -0.21], [1.74, 0.27, 1.02], [-1.91, 1.58, -0.24], [1.00, -0.35, 0.05], [-3.04, -0.74, -0.29], [-3.82, 1.07, -0.93], [3.61, 0.76, 1.55], [1.41, 0.64, 1.97], [1.77, -2.29, -1.12], [-0.80, 1.60, 0.04], [4.48, -0.72, -0.58], [-3.59, -1.01, 0.69], [-3.83, -1.23, -1.05]], "spin_multiplicity": 1, "charge": 0, "orbital_gap_ev": [7.10, 7.10], "e_above_lowest_kcal_mol": 114.5}



no.,E (eV)
1,-133506.1520
2,-72200.2320
3,-42042.8908
4,-26995.4688